1.
Entry from the OMol25 dataset: an isolated ion of composition C4H7NO6S2 and charge -2 at a distorted geometry (the ωB97M-V functional and the def2-TZVPD basis).

XYZ file:
```
20
Properties=species:S:1:pos:R:3:nbo_charge:R:1
C -0.6285 0.6936 1.2590 -0.292
C 0.8162 0.6191 0.9053 -0.039
C 0.2686 -0.9086 -0.9688 -0.097
C -1.2735 -0.7927 -0.6840 -0.361
N -1.3922 0.7776 0.0388 -0.688
O -3.5165 1.1955 -1.3373 -1.058
O -0.9619 -2.5551 1.3771 -1.022
O -2.6606 2.8929 0.2561 -1.079
O -3.1583 -2.2591 0.5163 -1.052
O -1.4948 -3.2844 -0.8792 -1.061
O 1.1533 -0.5739 0.1930 -0.564
S -3.0470 1.4620 0.0448 1.608
S -1.7120 -2.3367 0.2093 2.397
H -0.9402 -0.2488 1.8916 0.193
H -0.8372 1.5586 1.8216 0.200
H 1.1014 1.4737 0.4923 0.148
H 1.4635 0.6466 1.8537 0.138
H 0.6062 -1.9753 -1.2811 0.214
H 0.5223 -0.1548 -1.7471 0.161
H -1.9271 -0.6189 -1.4798 0.255
```

Its molar mass is 229.235 g mol⁻¹. For the total energy, the calculation gives -39705.327 eV. The largest force on an atom comes out at 5.68 eV Å⁻¹. The value obtained for the HOMO energy is -0.55 eV. The total charge is -2.

***

2.
Entry from the OMol25 dataset: C4H7NOS as an isolated structure at a distorted geometry (the ωB97M-V functional and the def2-TZVPD basis).

XYZ file:
```
14
Properties=species:S:1:pos:R:3:nbo_charge:R:1
C 0.7116 -0.6652 0.1685 -0.071
C -0.9130 -0.4042 0.1289 -0.452
C 0.0296 0.5329 0.8109 -0.370
C -0.7038 2.1355 -1.1771 0.179
H 0.6704 -2.8191 1.1595 0.382
H 2.3799 -2.1069 0.0931 0.360
H 1.1415 -0.6825 -0.8476 0.213
H -1.2994 -0.0483 -0.8407 0.285
H -1.5861 -1.1314 0.7043 0.212
H 0.0825 0.4657 1.8868 0.254
H -1.2212 3.1802 -1.5299 0.152
N 1.3716 -1.8142 0.9751 -0.862
O -0.8667 1.0559 -1.7501 -0.579
S 0.2030 2.3016 0.2184 0.297
```

Its molar mass is 117.173 g mol⁻¹. For the total energy, the calculation gives -18628.879 eV. The largest force on an atom comes out at 5.70 eV Å⁻¹. The value obtained for the HOMO energy is -8.78 eV.

***

3.
Entry from the OMol25 dataset: a 2-piece molecular cluster, C4H7NOS overall at a distorted geometry (the ωB97M-V functional and the def2-TZVPD basis).

XYZ file:
```
14
Properties=species:S:1:pos:R:3:nbo_charge:R:1
C -0.4910 2.0320 -0.7892 -0.563
C 0.2003 1.0395 -1.3524 0.417
C -0.6699 -1.4527 1.2826 -0.628
C 0.6473 -0.6465 0.9266 -0.258
N 0.7392 -0.7369 -0.4767 -0.594
O 0.0782 1.2620 -2.7297 -0.621
S -0.9092 2.5745 -2.4551 0.553
H -0.8209 2.6367 0.0246 0.255
H -0.8516 -1.5374 2.3947 0.216
H -1.4690 -1.1745 0.5736 0.235
H -0.3664 -2.5585 1.0563 0.206
H 0.4771 0.4378 1.1230 0.200
H 1.7252 -1.0074 1.3693 0.202
H 1.7107 -0.8686 -0.9477 0.382
```

Its molar mass is 117.173 g mol⁻¹. For the total energy, the calculation gives -18627.966 eV. The largest force on an atom comes out at 6.33 eV Å⁻¹. The value obtained for the HOMO energy is -8.76 eV.

***

4.
Entry from the OMol25 dataset: a 2-piece molecular cluster, C4H7NOS overall at a distorted geometry (the ωB97M-V functional and the def2-TZVPD basis).

XYZ file:
```
14
Properties=species:S:1:pos:R:3:nbo_charge:R:1
C -2.2755 1.6895 1.0148 -0.103
C 0.1616 0.0244 -0.8498 -0.105
C 1.4347 -0.3268 -0.4649 -0.350
C 1.5859 -1.6388 0.1273 -0.466
H -2.9605 2.7392 0.8758 0.225
H -2.6658 0.4975 1.9208 0.220
H -0.5001 -0.8521 -1.2735 0.189
H -0.0022 0.8857 -1.5725 0.218
H 2.0174 0.5775 -0.0449 0.244
H 0.7186 -2.3403 0.2619 0.226
H 2.1073 -1.7551 1.0003 0.217
N -1.4818 1.6383 0.0303 -0.169
O -0.6105 0.3158 0.4133 -0.465
S 2.4709 -1.4548 -1.4391 0.119
```

Its molar mass is 117.173 g mol⁻¹. For the total energy, the calculation gives -18627.819 eV. The largest force on an atom comes out at 7.75 eV Å⁻¹. The value obtained for the HOMO energy is -8.96 eV.

***

5.
Entry from the OMol25 dataset: one molecule with the formula C4H7NOS at a distorted geometry (the ωB97M-V functional and the def2-TZVPD basis).

XYZ file:
```
14
Properties=species:S:1:pos:R:3:nbo_charge:R:1
O 0.9027 2.8877 -0.0293 -0.572
C 0.4022 1.8983 -0.4953 0.553
N 0.6404 0.6901 -0.0557 -0.456
C 0.4224 0.2590 1.3531 -0.219
C -0.5296 -0.2481 0.2527 -0.043
C -0.3082 -1.6724 -0.1513 -0.672
S -0.6368 -1.8531 -1.6827 0.062
H -0.5605 1.9880 -1.3688 0.080
H 0.1517 1.0679 1.9175 0.204
H 1.1210 -0.3562 1.9021 0.213
H -1.4925 0.2355 0.1766 0.226
H -0.8927 -2.1768 0.5006 0.258
H 0.7650 -1.9757 0.1430 0.215
H 0.0149 -0.7442 -2.4625 0.149
```

Its molar mass is 117.173 g mol⁻¹. For the total energy, the calculation gives -18630.701 eV. The largest force on an atom comes out at 9.76 eV Å⁻¹. The value obtained for the HOMO energy is -9.14 eV.

***

6.
Entry from the OMol25 dataset: one molecule with the formula C4H7NOS at a distorted geometry (the ωB97M-V functional and the def2-TZVPD basis).

XYZ file:
```
14
Properties=species:S:1:pos:R:3:nbo_charge:R:1
C 1.5848 1.4441 0.2237 -0.713
C 0.6582 0.3526 0.2336 0.212
N 1.0737 -0.8841 0.0737 -0.161
O 2.3212 -0.7634 -0.4935 -0.593
C -0.7370 0.1770 0.7448 -0.381
C -1.4267 -0.9233 0.5673 -0.449
S -1.8943 0.3134 -0.6257 0.091
H 2.6825 1.0619 0.5337 0.279
H 1.6770 1.4721 -0.8588 0.258
H 1.1258 2.5524 0.4958 0.243
H 2.7387 -1.6012 -0.4435 0.476
H -0.8319 0.4019 1.7618 0.242
H -2.5440 -0.9729 1.1459 0.235
H -1.1002 -1.9353 0.1923 0.262
```

Its molar mass is 117.173 g mol⁻¹. For the total energy, the calculation gives -18628.986 eV. The largest force on an atom comes out at 11.54 eV Å⁻¹. The value obtained for the HOMO energy is -8.45 eV.

***

7.
Entry from the OMol25 dataset: one molecule with the formula C4H7NOS2 at a distorted geometry (the ωB97M-V functional and the def2-TZVPD basis).

XYZ file:
```
15
Properties=species:S:1:pos:R:3:nbo_charge:R:1
C -2.2268 0.2558 2.3208 -0.252
O -1.6620 0.1218 0.9912 -0.371
N -0.3781 -0.3222 1.1281 -0.053
C 0.2071 -0.4846 0.0184 -0.058
C 1.6111 -0.9411 -0.1076 -0.368
S 2.4348 -1.7493 0.9813 0.093
S 2.4164 -0.6242 -1.6370 0.336
C 1.4285 0.5995 -2.5387 -0.773
H -2.1172 -0.6641 2.9088 0.193
H -3.2666 0.4695 2.2011 0.193
H -1.7707 1.0904 2.8630 0.185
H -0.2930 -0.2933 -0.9389 0.185
H 2.0378 0.9740 -3.3604 0.246
H 1.1455 1.4276 -1.9223 0.226
H 0.4334 0.1402 -2.9075 0.220
```

Its molar mass is 149.240 g mol⁻¹. For the total energy, the calculation gives -29466.734 eV. The largest force on an atom comes out at 2.24 eV Å⁻¹. The value obtained for the HOMO energy is -8.65 eV.

***

8.
Entry from the OMol25 dataset: one molecule with the formula C4H7NOS2 at a distorted geometry (the ωB97M-V functional and the def2-TZVPD basis).

XYZ file:
```
15
Properties=species:S:1:pos:R:3:nbo_charge:R:1
C 2.9410 -0.0156 0.0046 -0.413
N 1.5876 0.3560 -0.4552 -0.509
C 0.5004 -0.2618 0.0872 0.224
C -0.8165 0.1966 -0.0495 -0.385
C -1.9491 -0.5048 0.3481 -0.198
S -3.5047 0.3605 0.4781 1.165
O -3.3106 1.5290 -0.3612 -0.987
S -4.7599 -0.9893 -0.3638 -0.612
H 3.5248 -0.0280 -0.8056 0.209
H 3.4647 0.7200 0.5738 0.214
H 3.0668 -0.9866 0.6363 0.230
H 1.3691 1.0774 -1.1075 0.423
H 0.5727 -1.0919 0.7190 0.203
H -0.8620 1.1486 -0.3279 0.226
H -1.8245 -1.5103 0.6233 0.211
```

Its molar mass is 149.240 g mol⁻¹. For the total energy, the calculation gives -29465.516 eV. The largest force on an atom comes out at 4.42 eV Å⁻¹. The value obtained for the HOMO energy (alpha / beta) is -7.13 / -7.13 eV.

***

9.
Entry from the OMol25 dataset: one molecule with the formula C4H7NOS2 at a distorted geometry (the ωB97M-V functional and the def2-TZVPD basis).

XYZ file:
```
15
Properties=species:S:1:pos:R:3:nbo_charge:R:1
C -0.8115 1.5973 -0.1030 -0.627
C -0.3716 0.1708 0.1651 -0.173
N 0.9180 -0.1374 -0.4083 -0.587
C 2.0229 -0.5174 0.2784 -0.093
S 3.5237 -0.9663 -0.3058 -0.118
C -1.5575 -0.8265 -0.1299 0.378
O -2.6551 -0.4511 -0.4496 -0.534
S -1.1448 -2.4955 -0.0682 0.071
H -0.2290 2.4247 0.5866 0.226
H -1.9337 1.6713 0.1713 0.254
H -0.8081 1.8156 -1.1483 0.215
H -0.0555 0.1827 1.2005 0.227
H 0.9824 0.1689 -1.3899 0.415
H 1.9686 -0.4577 1.4261 0.204
H 0.1511 -2.1794 0.1750 0.139
```

Its molar mass is 149.240 g mol⁻¹. For the total energy, the calculation gives -29468.518 eV. The largest force on an atom comes out at 3.32 eV Å⁻¹. The value obtained for the HOMO energy is -8.80 eV.

***

10.
Entry from the OMol25 dataset: one molecule with the formula C4H7NS at a distorted geometry (the ωB97M-V functional and the def2-TZVPD basis).

XYZ file:
```
13
Properties=species:S:1:pos:R:3:nbo_charge:R:1
C 1.7334 -1.1676 -0.6193 -0.740
S 1.3896 0.3997 0.2629 0.226
C -0.4223 0.2662 0.5798 -0.435
C -1.3487 0.6370 -0.5843 -0.598
C -0.7337 1.0814 1.7408 0.270
N -0.9867 1.7171 2.6686 -0.304
H 1.1667 -1.9905 -0.1805 0.219
H 2.8230 -1.2605 -0.4480 0.238
H 1.6085 -1.1293 -1.6880 0.216
H -0.5985 -0.7779 0.8310 0.246
H -1.2967 1.6922 -0.8084 0.223
H -0.9475 0.0517 -1.4040 0.216
H -2.3871 0.4805 -0.3506 0.223
```

Its molar mass is 101.174 g mol⁻¹. For the total energy, the calculation gives -16586.200 eV. The largest force on an atom comes out at 1.12 eV Å⁻¹. The value obtained for the HOMO energy is -9.29 eV.

***

11.
Entry from the OMol25 dataset: one molecule with the formula C4H7NS at a distorted geometry (the ωB97M-V functional and the def2-TZVPD basis).

XYZ file:
```
13
Properties=species:S:1:pos:R:3:nbo_charge:R:1
C 1.1772 -1.4846 -0.5683 -0.323
C 0.9629 -0.2638 -0.0756 -0.097
C 2.0976 0.5080 0.6111 -0.648
C -0.4166 0.3183 -0.1032 0.102
N -0.4056 1.5958 -0.4751 -0.762
S -1.8112 -0.4699 0.3241 -0.137
H 2.1731 -1.9292 -0.5099 0.196
H 0.4105 -2.0440 -1.0697 0.216
H 1.9073 1.5645 0.6967 0.220
H 2.2910 0.1261 1.5918 0.232
H 3.0804 0.3375 0.1453 0.222
H -1.2836 1.9751 -0.7904 0.400
H 0.3122 1.8512 -1.1084 0.379
```

Its molar mass is 101.174 g mol⁻¹. For the total energy, the calculation gives -16586.173 eV. The largest force on an atom comes out at 1.56 eV Å⁻¹. The value obtained for the HOMO energy is -8.34 eV.

***

12.
Entry from the OMol25 dataset: a 2-piece molecular cluster, C4H7NS overall at a distorted geometry (the ωB97M-V functional and the def2-TZVPD basis).

XYZ file:
```
13
Properties=species:S:1:pos:R:3:nbo_charge:R:1
C 0.3420 1.0420 -0.9867 -0.640
C 0.6863 -0.2051 -0.0582 -0.376
C -0.5636 -0.2435 1.0215 -0.459
C -1.7669 -0.2659 0.1300 0.268
H -0.4618 0.8517 -1.9648 0.240
H 0.0363 1.8584 -0.3569 0.203
H 1.2656 1.4530 -1.5157 0.221
H 0.9231 -0.9712 -0.7425 0.230
H 1.5547 0.0593 0.5870 0.221
H -0.4659 0.6115 1.6110 0.246
H 1.4480 -2.2658 0.9318 0.100
N -2.6123 -0.1818 -0.7426 -0.316
S -0.3855 -1.7425 2.0861 0.062
```

Its molar mass is 101.174 g mol⁻¹. For the total energy, the calculation gives -16581.661 eV. The largest force on an atom comes out at 7.07 eV Å⁻¹. The value obtained for the HOMO energy is -9.88 eV.

***

13.
Entry from the OMol25 dataset: C4H7NS as an isolated structure at a distorted geometry (the ωB97M-V functional and the def2-TZVPD basis).

XYZ file:
```
13
Properties=species:S:1:pos:R:3:lowdin_spin:R:1
C 0.3977 1.3839 -0.0370 0.299
C 1.5417 0.7615 -0.4040 0.074
C -0.5553 0.5913 0.8173 0.080
C -0.8242 -1.4278 -0.3606 0.077
N -0.2876 -0.8280 0.7731 0.566
S 1.9625 -0.7527 0.1757 0.808
H 0.0933 2.4239 -0.4496 0.008
H 2.3498 1.1090 -1.1002 0.000
H -0.2317 0.7474 1.8353 0.016
H -1.6274 0.7313 0.7383 0.018
H -1.3090 -2.4429 -0.0152 0.011
H -1.4456 -0.6698 -0.8193 0.011
H -0.0642 -1.6272 -1.1539 0.032
```

Its molar mass is 101.174 g mol⁻¹. For the total energy, the calculation gives -16581.943 eV. Its multiplicity is 3. The largest force on an atom comes out at 2.62 eV Å⁻¹. The value obtained for the HOMO energy (alpha / beta) is -7.14 / -8.21 eV. As for the expectation value of S²: 2.033.

***

14.
Entry from the OMol25 dataset: one molecule with the formula C4H7NS2 at a distorted geometry (the ωB97M-V functional and the def2-TZVPD basis).

XYZ file:
```
14
Properties=species:S:1:pos:R:3:nbo_charge:R:1
C -2.8516 -1.1118 0.0838 -0.647
C -1.6973 -0.2002 -0.0249 0.348
N -1.9964 1.0594 -0.1828 -0.744
C -0.4260 -0.7647 0.0879 -0.455
C 0.7554 -0.0570 0.0127 -0.255
S 0.9475 1.5812 0.0935 -0.171
S 2.2669 -0.9363 -0.0648 0.096
H -3.2260 -1.0507 1.1161 0.237
H -3.6170 -0.7914 -0.6175 0.216
H -2.5648 -2.1000 -0.1406 0.229
H -1.2325 1.7328 -0.2072 0.429
H -2.9684 1.3709 -0.2741 0.398
H -0.3971 -1.8759 0.1365 0.213
H 1.8675 -2.2175 -0.1510 0.104
```

Its molar mass is 133.241 g mol⁻¹. For the total energy, the calculation gives -27421.819 eV. The largest force on an atom comes out at 1.74 eV Å⁻¹. The value obtained for the HOMO energy is -8.24 eV.

***

15.
Entry from the OMol25 dataset: C4H7NS2 as an isolated structure at a distorted geometry (the ωB97M-V functional and the def2-TZVPD basis).

XYZ file:
```
14
Properties=species:S:1:pos:R:3:nbo_charge:R:1
C -1.8669 -0.0444 -1.3749 -0.057
C -1.4988 -0.5835 -2.6453 -0.345
C 1.3839 -0.2763 2.1010 -0.615
C 1.0736 0.8108 1.0862 -0.568
N -1.1487 0.3211 -0.4045 -0.375
S 0.0539 -0.8354 -3.0890 0.153
S 0.8585 0.1483 -0.5947 0.308
H -2.9344 0.0813 -1.1899 0.202
H -2.3020 -0.8406 -3.3228 0.214
H 1.3726 0.1429 3.1043 0.209
H 0.6321 -1.0586 2.0529 0.213
H 2.3611 -0.7184 1.9223 0.206
H 1.8798 1.5451 1.0322 0.214
H 0.1350 1.3076 1.3223 0.240
```

Its molar mass is 133.241 g mol⁻¹. For the total energy, the calculation gives -27419.695 eV. The largest force on an atom comes out at 3.68 eV Å⁻¹. The value obtained for the HOMO energy is -8.68 eV.

***

16.
Entry from the OMol25 dataset: one molecule with the formula C4H7NS2 at a distorted geometry (the ωB97M-V functional and the def2-TZVPD basis).

XYZ file:
```
14
Properties=species:S:1:pos:R:3:lowdin_spin:R:1
C 1.2350 -1.2820 -0.8667 0.356
C 0.0318 -1.4671 -0.4237 0.425
C 1.2951 0.8504 0.8331 0.038
C -1.1654 -1.5899 0.0493 0.405
N -1.0809 1.3330 -0.5788 0.076
S 2.4204 -0.2261 -0.0549 0.529
S 0.2842 2.0184 -0.3034 0.032
H 1.6334 -1.7577 -1.7482 0.023
H 1.8781 1.4872 1.4884 0.007
H 0.5753 0.2594 1.3922 0.011
H -1.4313 -2.3817 0.7359 0.048
H -1.9419 -0.9009 -0.2436 0.040
H -1.8227 1.8554 -0.1343 0.005
H 0.9847 1.5787 -1.4033 0.006
```

Its molar mass is 133.241 g mol⁻¹. For the total energy, the calculation gives -27413.747 eV. Its multiplicity is 3. The largest force on an atom comes out at 3.84 eV Å⁻¹. The value obtained for the HOMO energy (alpha / beta) is -4.00 / -8.79 eV. As for the expectation value of S²: 2.018.

***

17.
Entry from the OMol25 dataset: one molecule with the formula C4H7NS3 at a distorted geometry (the ωB97M-V functional and the def2-TZVPD basis).

XYZ file:
```
15
Properties=species:S:1:pos:R:3:nbo_charge:R:1
S -0.8906 -0.7170 -2.4423 0.063
C -0.0121 0.3780 -1.6643 -0.285
S 1.0535 1.4983 -2.5700 0.073
C 0.1284 0.5479 -0.1353 -0.135
N 1.2511 -0.4564 0.2373 -0.611
C 0.1873 -1.3634 0.8685 -0.234
C -0.9465 -0.2961 0.6282 -0.390
S -1.7467 0.4093 2.0583 -0.010
H 1.1597 2.5459 -1.5870 0.138
H 0.2261 1.5452 0.1869 0.208
H 1.8054 -0.8783 -0.6111 0.384
H 0.2576 -1.4131 2.0310 0.203
H 0.0176 -2.3481 0.4089 0.209
H -1.8210 -0.6740 0.0312 0.259
H -0.6700 1.2216 2.5599 0.129
```

Its molar mass is 165.308 g mol⁻¹. For the total energy, the calculation gives -38254.969 eV. The largest force on an atom comes out at 3.84 eV Å⁻¹. The value obtained for the HOMO energy is -9.00 eV.

***

ΔE to the lowest compared entry with this formula, charge and spin for every record listed, in sequence, given in kJ/mol: 188.0, 547.1, 635.2, 649.4, 371.4, 536.8, 294.9, 412.4, 122.8, 70.6, 73.2, 508.5, 87.8, 2.5, 207.5, 423.7, 208.2.